C4H9N2O2 | ωB97M-V/def2-TZVPD

Summary:
HOMO level: -0.14054 Ha
E: -417.806755 a.u.
M: 117.13 g/mol
Charge: -1
Gap between HOMO and LUMO: 7.524 eV
SMILES: CNCCNC(=O)[O-]
Largest force on an atom: 4.8 eV/Å
ΔE to the lowest compared entry with this formula, charge and spin: 199.21 kJ/mol

Atoms and positions in Å:
1 C -0.818 0.600 2.239
2 N -1.310 -0.018 0.967
3 C -0.088 -0.859 0.425
4 C -0.073 -0.836 -1.045
5 N 0.428 0.457 -1.552
6 C 1.774 0.423 -2.067
7 O 1.974 1.273 -2.872
8 O 2.341 -0.634 -1.680
9 H -0.811 -0.057 3.071
10 H -1.691 1.182 2.583
11 H 0.020 1.342 2.170
12 H -1.508 0.859 0.403
13 H 0.872 -0.368 0.720
14 H -0.328 -1.749 0.908
15 H -1.096 -1.049 -1.335
16 H 0.471 -1.793 -1.488
17 H -0.157 1.226 -1.446

Results of the Löwdin charge analysis, in e, for atoms 1 through 2:
1 C -0.197
2 N -0.121